<one>
{"formula": "C3H10N3", "method": "ωB97M-V with the def2-TZVPD basis set", "charge": 1, "orbital_gap_ev": 10.69, "lumo_ev": -3.2, "species": ["N", "N", "C", "C", "N", "C", "H", "H", "H", "H", "H", "H", "H", "H", "H", "H"], "positions_angstrom": [[-1.507, -0.175, -0.753], [-1.007, 0.118, 0.609], [-0.132, 1.271, 0.493], [1.201, 0.586, -0.379], [0.936, -0.854, -0.258], [-0.144, -0.949, 0.844], [-1.886, 0.748, -0.869], [-2.318, -0.775, -0.745], [0.207, 1.421, 1.548], [-0.580, 2.149, -0.152], [1.077, 0.965, -1.377], [2.160, 0.886, -0.025], [0.533, -1.060, -1.189], [1.731, -1.472, -0.239], [0.404, -0.933, 1.726], [-0.676, -1.927, 0.765]]}



<two>
{"formula": "C3H10N3", "method": "ωB97M-V with the def2-TZVPD basis set", "charge": 1, "orbital_gap_ev": 10.10, "lumo_ev": -3.1, "species": ["C", "N", "C", "N", "C", "N", "H", "H", "H", "H", "H", "H", "H", "H", "H", "H"], "positions_angstrom": [[0.256, -2.100, -0.074], [-0.469, -0.939, -0.621], [-0.466, 0.310, 0.221], [-1.292, 1.286, -0.402], [0.430, 1.410, -0.194], [1.000, 2.302, 0.658], [1.311, -1.862, 0.057], [-0.162, -2.381, 0.892], [0.165, -2.948, -0.750], [-1.461, -1.169, -0.782], [-0.094, -0.674, -1.542], [-0.561, 0.037, 1.274], [-1.831, 1.869, 0.223], [0.820, 1.396, -1.201], [1.216, 3.205, 0.262], [0.635, 2.368, 1.598]]}



Energies relative to the most stable structure are <one> 0.0250; <two> 0.0000, reported in hartree.



<one>
{"formula": "C3H10N3", "method": "ωB97M-V with the def2-TZVPD basis set", "charge": 1, "orbital_gap_ev": [8.28, 8.94], "lumo_ev": [-5.3, -4.7], "species": ["C", "C", "C", "N", "N", "N", "H", "H", "H", "H", "H", "H", "H", "H", "H", "H"], "positions_angstrom": [[0.570, -0.555, 1.257], [0.130, 1.769, -0.712], [-0.926, -0.206, -1.307], [0.653, -0.051, 2.445], [0.581, -1.777, 0.806], [-0.643, 0.743, -0.291], [-0.621, 2.439, -1.103], [0.864, 1.492, -1.492], [0.634, 2.276, 0.119], [-1.482, -1.021, -1.019], [0.070, -0.376, -1.850], [-1.430, 0.299, -2.052], [0.824, -0.831, 3.169], [0.556, 0.892, 2.650], [1.086, -2.465, 1.372], [0.372, -1.874, -0.256]]}



<two>
{"formula": "C3H10N3", "method": "ωB97M-V with the def2-TZVPD basis set", "charge": 1, "orbital_gap_ev": 10.02, "lumo_ev": -4.2, "species": ["C", "C", "C", "N", "N", "N", "H", "H", "H", "H", "H", "H", "H", "H", "H", "H"], "positions_angstrom": [[-0.660, 1.442, -0.608], [-0.841, 1.484, 0.927], [0.245, 0.672, 0.358], [-0.654, -1.659, -0.311], [1.330, 0.022, 0.589], [2.190, -0.547, -0.283], [-1.421, 0.915, -1.235], [-0.097, 2.156, -1.150], [-0.650, 2.524, 1.451], [-1.658, 0.972, 1.326], [-1.523, -1.228, -0.265], [-0.598, -2.191, 0.530], [1.730, 0.304, 1.442], [2.369, -1.557, 0.083], [-0.524, -2.064, -1.195], [1.703, -0.720, -1.196]]}



<three>
{"formula": "C3H10N3", "method": "ωB97M-V with the def2-TZVPD basis set", "charge": 1, "orbital_gap_ev": 10.06, "lumo_ev": -3.8, "species": ["C", "C", "C", "N", "N", "N", "H", "H", "H", "H", "H", "H", "H", "H", "H", "H"], "positions_angstrom": [[-2.342, 0.924, 0.024], [-2.428, -0.342, 0.447], [2.060, 0.490, 0.603], [1.434, 0.716, -0.520], [2.094, -0.760, 1.193], [0.808, -0.234, -1.404], [-1.393, 1.493, -0.161], [-3.289, 1.473, -0.104], [-3.345, -0.774, 0.656], [-1.504, -0.824, 0.535], [2.452, 1.415, 0.974], [2.384, -0.959, 2.169], [1.475, -1.376, 0.625], [0.731, 0.153, -2.349], [-0.261, -0.232, -1.222], [1.125, -1.164, -1.466]]}



Energies relative to the most stable structure are <one> 0.0370; <two> 0.0128; <three> 0.0000, reported in hartree.



<one>
{"formula": "C2H3ClO2S", "method": "ωB97M-V with the def2-TZVPD basis set", "charge": 0, "orbital_gap_ev": [7.99, 7.92], "lumo_ev": [-1.1, -0.9], "species": ["C", "C", "O", "O", "S", "Cl", "H", "H", "H"], "positions_angstrom": [[0.113, 0.096, -0.368], [0.342, 1.502, -0.013], [-0.355, -2.439, 0.461], [1.100, 2.254, -0.417], [-0.614, -0.862, 0.874], [-0.749, 1.830, 1.379], [-1.089, 0.584, -1.818], [0.841, -0.310, -1.162], [0.411, -2.654, 1.065]]}



<two>
{"formula": "C2H3ClO2S", "method": "ωB97M-V with the def2-TZVPD basis set", "charge": 0, "orbital_gap_ev": 9.56, "lumo_ev": 0.5, "species": ["C", "C", "O", "O", "S", "Cl", "H", "H", "H"], "positions_angstrom": [[-0.218, 1.157, 0.459], [0.596, -0.155, -0.517], [-1.241, -1.268, 1.400], [-0.376, -0.777, -1.209], [0.060, -0.495, 1.325], [2.227, 0.070, -1.144], [0.491, 1.955, 0.636], [-1.210, 1.246, 0.053], [-0.329, -1.732, -1.003]]}



Energies relative to the most stable structure are <one> 0.0342; <two> 0.0000, reported in hartree.



<one>
{"formula": "C18H15N3O2", "method": "ωB97M-V with the def2-TZVPD basis set", "charge": 0, "orbital_gap_ev": 7.99, "lumo_ev": -0.1, "species": ["C", "C", "O", "C", "C", "H", "C", "N", "C", "N", "C", "N", "C", "C", "C", "C", "C", "O", "H", "H", "H", "H", "H", "C", "C", "C", "C", "C", "C", "H", "H", "H", "H", "H", "H", "H", "H", "H"], "positions_angstrom": [[3.178, -1.969, 0.984], [2.330, -2.529, 1.698], [1.257, -2.786, 0.956], [1.400, -2.583, -0.331], [2.611, -2.166, -0.562], [3.000, -1.724, -1.254], [0.198, -2.948, -1.162], [-1.002, -2.143, -1.279], [-1.211, -1.036, -0.660], [-0.219, -0.244, 0.036], [-0.933, 1.102, 0.633], [-0.471, 1.955, 1.170], [1.081, 1.734, 1.413], [1.859, 2.297, 0.322], [2.126, 3.370, -0.461], [2.789, 3.017, -1.379], [2.979, 1.532, -1.463], [2.290, 1.120, -0.356], [3.502, 1.114, -2.264], [3.230, 3.773, -2.115], [1.828, 4.363, -0.086], [1.089, 2.822, 2.399], [1.419, 1.091, 2.020], [-2.366, 0.798, 0.508], [-3.384, 1.716, 0.421], [-4.558, 1.151, 0.248], [-4.803, -0.238, -0.453], [-3.694, -0.695, -0.812], [-2.555, -0.478, -0.270], [-3.817, -1.816, -1.257], [-5.797, -0.240, -0.801], [-5.536, 1.706, 0.373], [-3.204, 2.499, 1.237], [0.720, -0.452, 0.000], [0.024, -3.959, -1.336], [0.725, -2.352, -2.279], [2.174, -2.701, 2.584], [4.084, -1.575, 1.461]]}



<two>
{"formula": "C18H15N3O2", "method": "ωB97M-V with the def2-TZVPD basis set", "charge": 0, "orbital_gap_ev": 8.33, "lumo_ev": -0.6, "species": ["C", "C", "C", "O", "C", "C", "C", "C", "C", "C", "C", "N", "C", "O", "N", "C", "C", "C", "C", "C", "N", "C", "C", "H", "H", "H", "H", "H", "H", "H", "H", "H", "H", "H", "H", "H", "H", "H"], "positions_angstrom": [[-7.573, -0.665, -0.307], [-6.676, -1.508, 0.248], [-5.190, -1.234, 0.382], [-4.900, -0.313, -0.373], [-3.672, 0.114, -0.133], [-3.369, 1.274, -0.655], [-1.999, 1.856, -0.968], [-1.008, 1.126, -0.322], [0.409, 1.702, -0.243], [1.494, 1.150, 0.211], [1.506, 0.112, 1.430], [1.726, -0.776, 2.213], [2.743, 1.846, 0.184], [2.947, 3.213, -0.046], [3.889, 1.181, 0.143], [3.964, -0.229, -0.318], [5.322, -0.854, -0.092], [5.286, -2.061, -0.585], [4.069, -2.838, -0.570], [2.967, -2.030, -0.817], [2.795, -0.752, -0.476], [-1.263, -0.147, 0.388], [-2.666, -0.347, 0.439], [-8.655, -0.836, -0.644], [-7.241, 0.244, -0.592], [-7.169, -2.191, 0.761], [-4.782, -2.227, -0.060], [-5.135, -1.364, 1.486], [-4.090, 1.841, -1.312], [-1.705, 2.805, -1.319], [0.497, 2.455, -1.044], [4.796, 1.771, -0.027], [6.124, -0.517, 0.235], [6.254, -2.610, -0.265], [4.056, -3.982, -0.841], [2.077, -2.633, -1.121], [-0.514, -0.882, 0.749], [-2.932, -1.384, 0.811]]}



Energies relative to the most stable structure are <one> 0.1737; <two> 0.0000, reported in hartree.



<one>
{"formula": "C43H38BrKN6O4SSb", "method": "ωB97M-V with the def2-TZVPD basis set", "charge": -1, "orbital_gap_ev": 6.60, "lumo_ev": 1.8, "species": ["K", "C", "C", "C", "C", "C", "C", "N", "Sb", "C", "C", "C", "C", "C", "C", "N", "C", "C", "C", "C", "C", "C", "N", "H", "H", "H", "H", "H", "H", "H", "H", "H", "H", "H", "H", "H", "H", "H", "H", "H", "H", "C", "C", "C", "C", "C", "Br", "N", "C", "H", "H", "H", "H", "H", "H", "O", "C", "O", "C", "C", "C", "N", "C", "C", "C", "O", "O", "H", "H", "H", "N", "S", "C", "C", "C", "C", "C", "C", "C", "C", "C", "C", "C", "C", "H", "H", "H", "H", "H", "H", "H", "H", "H", "H", "H"], "positions_angstrom": [[0.292, -0.160, -0.330], [3.689, -0.822, 3.190], [2.216, -0.658, 3.429], [1.424, -1.731, 3.833], [0.079, -1.522, 4.073], [-0.448, -0.251, 3.889], [0.400, 0.755, 3.452], [1.705, 0.559, 3.249], [-0.242, 2.798, 3.287], [1.311, 3.331, 1.904], [2.011, 4.508, 2.139], [3.065, 4.828, 1.295], [3.383, 3.955, 0.273], [2.634, 2.790, 0.107], [2.949, 1.800, -0.969], [1.604, 2.500, 0.908], [-1.905, 2.661, 1.916], [-2.918, 3.579, 2.164], [-3.993, 3.645, 1.286], [-4.019, 2.780, 0.215], [-2.980, 1.861, 0.048], [-3.044, 0.889, -1.093], [-1.935, 1.813, 0.881], [4.191, -1.199, 4.084], [3.866, -1.524, 2.374], [4.120, 0.139, 2.918], [1.866, -2.712, 3.958], [-0.556, -2.341, 4.390], [-1.499, -0.050, 4.058], [1.739, 5.152, 2.965], [3.633, 5.739, 1.441], [4.204, 4.162, -0.401], [3.736, 2.162, -1.630], [3.274, 0.856, -0.524], [2.059, 1.595, -1.565], [-2.859, 4.240, 3.020], [-4.789, 4.363, 1.439], [-4.826, 2.800, -0.506], [-3.852, 0.171, -0.935], [-3.228, 1.410, -2.035], [-2.110, 0.352, -1.185], [-3.042, -3.009, -3.864], [-3.050, -2.825, -2.376], [-4.190, -2.946, -1.593], [-4.125, -2.707, -0.228], [-2.901, -2.328, 0.290], [-2.767, -1.914, 2.142], [-1.798, -2.200, -0.418], [-1.873, -2.474, -1.722], [-3.920, -3.560, -4.203], [-2.140, -3.531, -4.183], [-3.021, -2.037, -4.360], [-5.135, -3.224, -2.045], [-4.993, -2.796, 0.408], [-0.964, -2.372, -2.303], [-3.388, 4.022, -5.501], [-2.852, 2.904, -5.640], [-2.978, 2.055, -6.541], [-1.868, 2.514, -4.505], [-1.633, 3.378, -3.443], [-0.807, 2.973, -2.411], [-0.207, 1.781, -2.376], [-0.399, 0.960, -3.418], [-1.225, 1.283, -4.488], [0.285, -0.406, -3.334], [-0.237, -1.344, -3.975], [1.298, -0.489, -2.587], [-2.124, 4.343, -3.442], [-0.633, 3.613, -1.548], [-1.392, 0.578, -5.290], [2.189, -1.993, 0.386], [2.373, -3.535, 0.544], [2.187, -4.323, -1.071], [1.709, -3.526, -2.096], [1.441, -4.100, -3.334], [1.659, -5.456, -3.527], [2.157, -6.244, -2.491], [2.417, -5.681, -1.251], [4.093, -3.963, 0.841], [4.418, -4.591, 2.032], [5.750, -4.863, 2.321], [6.740, -4.496, 1.422], [6.405, -3.862, 0.230], [5.079, -3.597, -0.067], [2.844, -1.583, -0.283], [1.554, -2.459, -1.981], [1.051, -3.452, -4.112], [1.446, -5.908, -4.488], [2.339, -7.300, -2.650], [2.806, -6.288, -0.440], [3.633, -4.859, 2.729], [6.011, -5.354, 3.249], [7.778, -4.702, 1.649], [7.181, -3.579, -0.470], [4.807, -3.114, -0.999]]}



<two>
{"formula": "C43H38BrKN6O4SSb", "method": "ωB97M-V with the def2-TZVPD basis set", "charge": -1, "orbital_gap_ev": 6.17, "lumo_ev": 1.6, "species": ["K", "C", "C", "C", "C", "C", "C", "N", "Sb", "C", "C", "C", "C", "C", "C", "N", "C", "C", "C", "C", "C", "C", "N", "H", "H", "H", "H", "H", "H", "H", "H", "H", "H", "H", "H", "H", "H", "H", "H", "H", "H", "C", "C", "C", "C", "C", "Br", "N", "C", "H", "H", "H", "H", "H", "H", "O", "C", "O", "C", "C", "C", "N", "C", "C", "C", "O", "O", "H", "H", "H", "N", "S", "C", "C", "C", "C", "C", "C", "C", "C", "C", "C", "C", "C", "H", "H", "H", "H", "H", "H", "H", "H", "H", "H", "H"], "positions_angstrom": [[1.005, -1.288, 0.997], [2.844, -1.865, -1.619], [3.095, -0.390, -1.492], [3.213, 0.410, -2.631], [3.473, 1.755, -2.487], [3.589, 2.278, -1.207], [3.436, 1.421, -0.129], [3.209, 0.118, -0.267], [3.671, 2.236, 1.849], [4.112, 0.430, 2.917], [5.331, 0.402, 3.578], [5.669, -0.733, 4.300], [4.765, -1.771, 4.351], [3.552, -1.662, 3.670], [2.540, -2.760, 3.710], [3.246, -0.580, 2.949], [1.591, 2.477, 2.403], [0.986, 3.699, 2.145], [-0.325, 3.892, 2.557], [-0.959, 2.880, 3.247], [-0.265, 1.699, 3.505], [-0.876, 0.604, 4.325], [0.973, 1.505, 3.065], [3.571, -2.307, -2.299], [1.853, -2.069, -2.027], [2.909, -2.364, -0.654], [3.116, -0.040, -3.611], [3.586, 2.395, -3.353], [3.804, 3.329, -1.052], [6.003, 1.250, 3.526], [6.616, -0.799, 4.819], [4.980, -2.671, 4.911], [2.800, -3.512, 4.454], [2.460, -3.242, 2.729], [1.561, -2.347, 3.945], [1.535, 4.486, 1.641], [-0.835, 4.826, 2.358], [-1.976, 2.995, 3.599], [-1.149, 0.979, 5.312], [-0.164, -0.209, 4.436], [-1.772, 0.210, 3.848], [-5.297, 0.103, 0.113], [-4.333, -0.777, 0.853], [-4.664, -2.075, 1.244], [-3.736, -2.858, 1.900], [-2.483, -2.301, 2.136], [-1.167, -3.328, 3.028], [-2.133, -1.095, 1.757], [-3.052, -0.349, 1.146], [-6.255, 0.162, 0.630], [-5.484, -0.283, -0.890], [-4.901, 1.114, 0.006], [-5.645, -2.475, 1.020], [-3.951, -3.871, 2.201], [-2.729, 0.643, 0.846], [-0.909, -6.452, -4.091], [-1.681, -5.514, -3.854], [-2.691, -5.137, -4.477], [-1.338, -4.666, -2.606], [-2.086, -3.532, -2.312], [-1.733, -2.760, -1.224], [-0.695, -3.019, -0.434], [-0.007, -4.143, -0.671], [-0.302, -4.987, -1.739], [1.143, -4.460, 0.296], [1.455, -5.635, 0.445], [1.655, -3.442, 0.852], [-2.929, -3.295, -2.948], [-2.320, -1.890, -0.951], [0.280, -5.883, -1.902], [0.176, 0.679, -0.637], [-0.630, 2.015, -0.736], [-2.140, 1.779, -1.698], [-2.306, 0.601, -2.399], [-3.449, 0.420, -3.168], [-4.412, 1.415, -3.217], [-4.242, 2.591, -2.494], [-3.102, 2.779, -1.731], [0.132, 3.176, -1.883], [0.303, 2.848, -3.221], [0.922, 3.750, -4.066], [1.375, 4.969, -3.571], [1.205, 5.288, -2.234], [0.579, 4.386, -1.382], [0.330, 0.263, -1.554], [-1.558, -0.175, -2.338], [-3.577, -0.499, -3.723], [-5.301, 1.273, -3.815], [-5.000, 3.361, -2.527], [-2.959, 3.693, -1.172], [-0.053, 1.899, -3.602], [1.055, 3.503, -5.109], [1.860, 5.671, -4.235], [1.558, 6.234, -1.850], [0.446, 4.614, -0.333]]}



Energies relative to the most stable structure are <one> 0.0000; <two> 0.0221, reported in hartree.